Entry 1:
28
Properties=species:S:1:pos:R:3:forces:R:3 method="wB97M-V/def2-TZVPD" e_above_lowest_kj_mol=30.13 spin_multiplicity=3 homo_energy_ev="-5.4 / -10.3" e_tot_ev=-22960.053 molar_mass_g_mol=180.18
C 2.6963 -1.4138 1.1310 -0.9052 3.1131 -1.7136
C -1.0300 3.6083 -0.4706 1.6195 -1.3620 1.1244
C -0.2371 -0.5717 -2.2466 -1.7146 -0.3629 0.4172
C -1.2973 -2.6313 0.8017 0.3307 -0.2440 1.1242
C 1.5933 -0.3111 0.8336 0.6552 -0.6777 3.4750
C -0.3803 2.2445 -0.0408 0.8925 2.0274 1.2441
C 0.2077 0.2012 -1.0198 -0.5849 0.4017 -4.2611
O -2.8284 -0.6915 -0.3218 -0.5807 0.6016 -0.3547
O 1.3763 -0.1454 -0.5106 1.4873 -0.3442 -1.2643
O -0.2160 1.4861 -1.1823 0.2798 -0.4104 -0.1764
P -1.5331 -0.8548 0.3900 -1.1515 -2.3961 1.8023
H 3.1379 -1.4198 2.0648 0.2512 0.6836 2.5169
H 2.3725 -2.4003 1.0195 -0.5372 -1.4295 -1.1003
H 3.5054 -1.0509 0.5372 0.7827 -0.7489 -1.0912
H -2.0015 3.5487 -0.9268 -0.4104 -0.3498 -0.0348
H -1.0589 4.2618 0.4356 0.2322 -0.1500 -1.0866
H -0.2773 3.8326 -1.2466 -0.5864 1.0475 0.3649
H 0.4284 -0.6002 -3.1331 -0.2595 0.7001 0.3733
H -1.3433 -0.2226 -2.4602 2.4102 -0.7789 -0.0048
H -0.2755 -1.6432 -1.9768 -0.2449 0.1814 0.0331
H -1.3638 -2.8202 1.9045 -0.2741 0.3450 -0.8348
H -2.1211 -3.1245 0.2972 0.1951 -0.4300 -0.1625
H -0.3051 -3.0034 0.5533 -0.1121 -0.1805 -0.5555
H 1.8487 0.6886 1.2490 0.1910 -0.7391 0.1631
H 0.7184 -0.6759 1.3817 -0.2467 0.3576 -0.1790
H -0.7332 1.6989 0.8201 -1.4087 -0.3519 0.0217
H 0.6194 2.4680 0.3850 0.0153 0.5204 -0.4599
H -1.5025 -0.4580 1.7317 -0.3259 0.9766 0.6194

Entry 2:
27
Properties=species:S:1:pos:R:3:forces:R:3 method="wB97M-V/def2-TZVPD" e_above_lowest_kj_mol=278.88 spin_multiplicity=1 homo_energy_ev=-8.0 e_tot_ev=-29702.241 molar_mass_g_mol=180.25
C -1.5837 -0.4566 1.8326 0.8166 0.7532 -0.0918
C 1.6401 1.3304 2.3729 0.0369 0.0213 0.0439
C -1.7367 1.3977 -1.4636 0.0522 0.1342 0.0342
C -0.3448 -2.2286 -2.1523 0.1673 0.1126 0.6696
C 1.7390 -2.6964 -0.4380 -0.6476 0.5054 0.0515
C 0.7200 1.8901 1.3061 -0.4903 -0.6725 0.2850
C -1.9022 1.7825 0.0012 0.1403 -0.2848 0.2181
O 0.8807 -0.2303 -0.8777 0.5522 1.3104 -0.2010
P -0.8270 0.8204 1.1498 -0.8015 1.1464 -0.1911
S 0.3024 -1.5393 -0.5605 0.2563 -2.4422 -0.7037
H -0.9590 -0.9710 2.5659 0.0182 -0.2115 0.0957
H 1.9829 0.3364 2.0908 0.0660 -0.0682 0.0348
H 2.5106 1.9704 2.5071 0.0713 -0.0106 0.0361
H 1.1146 1.2532 3.3247 0.0751 -0.0278 0.0642
H -2.0733 0.3753 -1.6167 -0.0268 -0.1075 -0.0738
H -2.3270 2.0564 -2.0978 -0.0811 0.0106 -0.0799
H -0.6946 1.4630 -1.7628 0.0543 -0.0213 -0.1278
H -0.7591 -1.4033 -2.7203 -0.0524 0.1605 0.0651
H 0.4299 -2.7221 -2.7260 0.1889 -0.0039 -0.0646
H -1.1307 -2.9301 -1.8933 -0.1215 -0.1298 -0.0288
H 2.3088 -2.4130 0.4412 -0.0197 0.0555 0.1200
H 1.3513 -3.7009 -0.3186 -0.0552 -0.2248 0.0128
H 2.3624 -2.6163 -1.3210 0.0086 0.0776 -0.1892
H 1.2083 1.9003 0.3316 -0.1564 -0.0182 -0.0442
H 0.3960 2.9035 1.5588 -0.1034 -0.0956 -0.0514
H -2.9242 1.5824 0.3307 0.0935 0.1040 0.0298
H -1.6846 2.8462 0.1352 -0.0417 -0.0730 0.0863